# 1
9
Properties=species:S:1:pos:R:3:forces:R:3:mulliken_charge:R:1 method="wB97M-V/def2-TZVPD" largest_force_ha_per_bohr=0.0599 molar_mass_g_mol=89.050 e_above_lowest_kj_mol=395.0 lumo_energy_ev=0.361 e_tot_ev=-9751.9951
O 0.807037 1.397678 -0.190495 -0.128 -1.768 1.160 -0.344
O -0.687712 -1.717693 -0.246773 0.964 0.649 -0.675 -0.426
O 2.349993 -0.408743 0.066263 -0.298 1.085 -0.546 -0.533
N 0.025408 -0.487972 -0.150648 -2.984 0.571 0.499 0.143
C 1.275695 0.082719 -0.105275 1.895 -2.116 0.606 0.539
C -0.533398 0.849850 -0.026133 -1.084 1.233 -1.219 -0.178
H -1.063681 -2.138446 0.568690 1.148 1.429 0.028 0.345
H -1.117177 1.337322 -0.820507 -0.140 -0.949 -0.198 0.212
H -1.056166 1.085282 0.904879 0.629 -0.133 0.344 0.243

# 2
10
Properties=species:S:1:pos:R:3:forces:R:3:mulliken_charge:R:1 method="wB97M-V/def2-TZVPD" largest_force_ha_per_bohr=0.0852 molar_mass_g_mol=120.024 e_above_lowest_kj_mol=76.7 s_squared=2.011 lumo_energy_ev="3.764 / 1.825" spin_multiplicity=3 e_tot_ev=-19041.4406 total_charge=-1
P -0.540710 1.149099 0.222065 -0.657 -2.418 -0.360 0.137
O 0.756447 1.944721 -0.499117 0.387 0.606 1.222 -0.552
O -0.777605 -2.667403 0.833144 0.044 -3.029 0.085 -0.608
O -1.795509 -0.654248 0.871007 -2.770 0.287 0.097 -0.638
N 1.568680 -0.702690 0.184581 2.215 2.817 -0.787 -0.724
C 0.302076 -0.596692 0.281078 -0.394 -0.428 0.168 0.296
C -0.886895 -1.494658 0.667239 1.709 4.032 0.021 0.536
H 0.491255 1.975998 -1.388892 0.107 0.235 -1.999 0.301
H -1.165061 0.789042 -1.098048 0.104 0.689 1.045 -0.048
H 2.047323 0.256830 -0.073058 -0.746 -2.791 0.507 0.300